Entry 1:
{"formula": "C27H34Br36FNO3", "method": "ωB97M-V/def2-TZVPD", "homo_ev": -8.93, "gap_ev": 8.5, "mol_weight_g_mol": 3316.11, "lumo_energy_ha": -0.014, "symbols": ["C", "O", "C", "C", "C", "C", "C", "C", "C", "N", "O", "C", "O", "F", "C", "C", "C", "C", "C", "C", "H", "H", "H", "H", "H", "H", "H", "H", "H", "H", "H", "H", "H", "H", "H", "H", "H", "H", "H", "H", "H", "H", "C", "Br", "Br", "Br", "H", "C", "Br", "Br", "Br", "H", "C", "Br", "Br", "Br", "H", "C", "Br", "Br", "Br", "H", "C", "Br", "Br", "Br", "H", "C", "Br", "Br", "Br", "H", "C", "Br", "Br", "Br", "H", "C", "Br", "Br", "Br", "H", "C", "Br", "Br", "Br", "H", "C", "Br", "Br", "Br", "H", "C", "Br", "Br", "Br", "H", "C", "Br", "Br", "Br", "H"], "positions_angstrom": [[-1.433306, -7.264725, 2.647135], [-0.269035, -6.495198, 2.839746], [-0.179670, -5.396902, 1.931048], [0.993597, -4.528928, 2.349143], [1.594454, -3.642879, 1.231984], [1.341683, -2.142239, 1.457457], [0.043310, -1.571980, 0.814342], [-0.648744, -0.680700, 1.864415], [-2.157293, -0.485036, 1.645175], [-2.985079, -1.479549, 2.337297], [-0.892601, -2.700655, 0.570213], [-1.340487, -2.837130, -0.674128], [-2.310941, -2.344538, -1.151826], [-0.578249, -3.651850, -1.443939], [0.379837, -0.814641, -0.463765], [1.351117, -1.280676, -1.347156], [1.647664, -0.631534, -2.530415], [0.986753, 0.543139, -2.873920], [0.034031, 1.034465, -1.986834], [-0.266404, 0.369513, -0.808500], [-1.983974, -6.992120, 1.742348], [-2.120679, -7.145586, 3.491666], [-1.176784, -8.325006, 2.592858], [-0.012806, -5.797942, 0.927691], [-1.130580, -4.856694, 1.978868], [1.769569, -5.223197, 2.679427], [0.702107, -3.937703, 3.218525], [2.677210, -3.780426, 1.283912], [1.303141, -3.961528, 0.235597], [2.196713, -1.579036, 1.084345], [1.327441, -1.964525, 2.532219], [-0.112189, 0.260305, 1.978022], [-0.550775, -1.215621, 2.813550], [-2.423008, 0.525249, 1.973877], [-2.377076, -0.523035, 0.577100], [-2.432034, -2.169568, 2.823221], [-3.564011, -1.922790, 1.639984], [1.869190, -2.204613, -1.119128], [2.383449, -1.026742, -3.218380], [1.174805, 1.050752, -3.803548], [-0.512740, 1.937389, -2.214560], [-1.015471, 0.818934, -0.173481], [1.813508, -7.653307, -1.452535], [3.053349, -7.548532, 0.017198], [0.939793, -5.964872, -1.715714], [2.646889, -8.304814, -3.059773], [1.052584, -8.368684, -1.175868], [5.686510, -9.305505, 2.552814], [5.864610, -10.745784, 3.819613], [4.734669, -7.815768, 3.305218], [7.389706, -8.774835, 1.836471], [5.095923, -9.678441, 1.727880], [1.284447, 5.128661, -3.915083], [0.713858, 6.441515, -2.624540], [1.644013, 3.431438, -3.076391], [0.016731, 4.944382, -5.348264], [2.207336, 5.489673, -4.346576], [-5.874026, -3.038007, -0.569508], [-7.745416, -3.472696, -0.503336], [-5.549655, -1.215491, -0.048723], [-4.823135, -4.276153, 0.468727], [-5.557556, -3.136439, -1.597768], [1.684388, 9.968201, -3.784763], [2.875714, 9.820185, -2.281583], [1.065321, 11.768237, -4.054249], [2.461959, 9.245283, -5.386293], [0.795712, 9.388938, -3.563277], [-2.282846, 3.587231, 3.613280], [-1.006311, 3.601727, 5.050335], [-3.140203, 5.294195, 3.400540], [-1.483710, 2.986564, 1.968458], [-3.050453, 2.872163, 3.873393], [-1.546937, 14.538239, -2.670110], [-2.697385, 15.080842, -4.117010], [-0.285859, 15.912814, -2.207296], [-2.563032, 13.958225, -1.145959], [-0.980377, 13.684935, -3.016766], [3.699151, -9.842117, 7.155410], [2.402447, -9.590017, 5.760024], [4.785337, -8.274312, 7.408652], [2.881499, -10.412182, 8.799099], [4.359054, -10.635889, 6.835695], [-2.434184, 9.739535, -5.545112], [-1.280493, 8.604443, -4.503565], [-3.511353, 8.695180, -6.747049], [-3.493383, 10.894000, -4.434089], [-1.803790, 10.373725, -6.151576], [0.013569, 14.587429, -7.259631], [-0.492719, 12.747467, -7.012081], [1.509867, 15.053555, -6.147739], [0.338624, 14.997880, -9.108488], [-0.824204, 15.190590, -6.939198], [-5.251790, 5.220541, -6.316095], [-4.701992, 4.525001, -4.610033], [-4.734055, 4.056485, -7.758051], [-7.134277, 5.609339, -6.355957], [-4.728991, 6.153910, -6.457693], [4.995885, -12.372930, 12.074502], [3.991760, -11.097465, 13.105944], [3.838578, -13.531022, 11.065320], [6.292818, -11.509365, 10.945855], [5.540387, -12.992353, 12.771726]], "forces_ev_per_angstrom": [[-0.27, -0.22, 0.26], [0.08, 0.12, -0.12], [-0.05, -0.29, 0.43], [-0.02, -0.38, -0.41], [0.32, 0.30, 0.78], [-0.05, -0.36, -0.44], [0.80, 0.70, 0.86], [-0.62, -0.75, 0.00], [0.14, 0.25, 0.02], [-0.02, 0.54, -0.14], [0.40, -0.23, -0.83], [-0.70, 0.62, -0.41], [0.33, -0.35, 0.28], [-0.09, 0.20, 0.62], [-0.26, 0.18, -0.28], [0.06, -0.56, 0.11], [-0.03, 0.37, -0.39], [-0.41, -0.58, 0.64], [-0.12, -0.11, -0.15], [0.04, 0.12, -0.03], [0.14, 0.01, -0.09], [0.04, 0.10, 0.01], [0.09, 0.03, -0.08], [-0.15, 0.15, -0.11], [0.06, 0.16, -0.29], [-0.06, -0.02, 0.09], [0.11, 0.07, 0.01], [0.01, 0.02, -0.12], [-0.16, -0.06, 0.03], [-0.11, 0.11, -0.08], [-0.09, 0.02, 0.01], [0.07, 0.00, -0.13], [0.06, 0.18, 0.10], [-0.04, -0.28, 0.06], [-0.08, -0.02, 0.01], [0.01, -0.13, -0.15], [-0.04, -0.39, 0.28], [0.05, 0.02, -0.02], [0.06, -0.15, 0.13], [0.06, -0.18, -0.14], [-0.01, 0.02, -0.04], [-0.02, -0.12, 0.08], [0.01, -0.01, 0.00], [0.02, -0.01, 0.06], [0.09, -0.26, -0.23], [0.01, 0.03, 0.04], [0.00, -0.01, 0.00], [-0.04, 0.02, -0.03], [0.02, 0.01, 0.00], [0.04, 0.04, -0.04], [-0.01, -0.01, 0.02], [-0.01, -0.02, 0.01], [0.14, 0.02, -0.04], [0.01, -0.03, 0.06], [0.17, 0.88, -0.15], [-0.01, -0.01, 0.03], [0.00, 0.03, 0.01], [0.05, 0.04, -0.07], [0.02, 0.00, 0.02], [-0.10, -0.02, -0.04], [-0.04, 0.00, 0.02], [0.04, -0.01, 0.01], [0.00, -0.04, 0.25], [-0.02, 0.04, -0.06], [0.16, -0.03, 0.12], [-0.03, 0.00, 0.02], [0.36, 0.06, 0.03], [-0.04, -0.03, 0.03], [0.00, 0.00, -0.02], [0.02, -0.02, 0.00], [0.13, 0.34, -0.03], [0.00, -0.01, -0.01], [0.05, -0.06, -0.02], [0.03, 0.00, -0.02], [-0.03, -0.02, -0.03], [0.00, 0.00, -0.02], [-0.02, -0.01, -0.01], [0.04, -0.04, -0.03], [-0.07, 0.00, 0.05], [-0.01, -0.01, 0.01], [-0.01, 0.02, 0.01], [0.01, 0.01, -0.01], [0.04, 0.06, 0.10], [-0.44, -0.18, -0.13], [-0.05, 0.06, -0.07], [0.04, -0.01, -0.02], [0.01, -0.03, -0.02], [-0.07, 0.09, -0.01], [-0.09, 0.09, -0.24], [-0.02, -0.02, 0.02], [0.01, -0.03, 0.03], [0.00, -0.01, 0.03], [0.00, -0.02, 0.02], [0.01, 0.01, -0.02], [0.00, 0.01, 0.02], [0.02, -0.01, 0.00], [0.02, 0.02, 0.02], [0.01, 0.02, -0.02], [0.00, 0.00, -0.03], [0.00, -0.01, 0.01], [-0.02, 0.00, 0.01], [0.00, 0.00, 0.00]], "mulliken_charge": [-0.75, -0.42, 0.08, -0.91, -0.06, -1.63, 2.47, -1.88, -0.19, -0.59, 0.45, 0.27, -0.42, -0.27, 0.08, -0.06, -1.30, -0.83, -1.48, 0.06, 0.31, 0.27, 0.26, 0.09, 0.29, 0.27, 0.26, 0.48, -0.06, 0.54, 0.60, 0.32, 0.80, -0.33, 0.52, 0.33, 0.01, 0.34, 0.41, 0.84, 0.59, 0.19, -0.43, 0.02, 0.14, -0.05, 0.40, -0.28, -0.03, -0.01, -0.01, 0.31, -0.28, -0.07, 0.04, -0.02, 0.36, -0.36, -0.05, -0.01, -0.05, 0.42, 0.15, -0.03, 0.05, 0.01, -0.27, -0.30, -0.01, -0.02, 0.00, 0.32, 0.34, -0.03, -0.02, -0.02, -0.27, -0.25, 0.00, -0.01, -0.01, 0.27, 0.19, 0.20, -0.06, 0.04, -0.32, -0.26, 0.06, -0.02, -0.03, 0.30, 0.43, 0.01, -0.01, -0.01, -0.42, -0.34, 0.00, -0.01, 0.01, 0.33]}

***

Entry 2:
{"formula": "AgBr", "method": "ωB97M-V/def2-TZVPD", "homo_ev": [-17.23, -16.89], "gap_ev": [10.8, 7.0], "spin_multiplicity": 2, "total_charge": 1, "relative_energy_kj_mol": 105.7, "mol_weight_g_mol": 187.77, "lumo_energy_ha": [-0.235, -0.362], "symbols": ["Ag", "Br"], "positions_angstrom": [[0.490655, -0.434205, 0.817900], [-0.490655, 0.434205, -0.817900]], "forces_ev_per_angstrom": [[3.14, -2.78, 5.23], [-3.14, 2.78, -5.23]], "lowdin_spin": [0.14, 0.86]}